1.
A 5-piece molecular cluster, C40H87BrN10O14S overall in a non-equilibrium geometry, computed with ωB97M-V/def2-TZVPD.

For the highest occupied orbital energy, the calculation gives -8.30 eV. As for the SMILES: [H]/N=C/C[C@]1(CC(N)(N)N)NC(=O)[C@@](C[C@@H](C)Br)(N=C=O)[C@]1(CCC(=O)O)S(C)(=O)=O.COCCNCCOC.COCCNCCOC.COCCNCCOC.COCCNCCOC. The frontier orbital gap is 0.3083 Eh. As for the net charge: 0.

Atoms and positions in Å:
H  1.136  2.166  -5.995
N  1.749  2.196  -5.160
C  0.962  2.484  -4.137
C  1.388  2.655  -2.604
C  1.233  1.343  -1.669
C  -0.324  1.053  -1.524
C  -1.147  0.082  -2.461
N  -0.673  -0.221  -3.823
N  -1.515  -1.150  -1.642
N  -2.523  0.736  -2.684
N  1.485  1.984  -0.293
C  2.024  0.926  0.581
O  2.264  1.326  1.753
C  2.296  -0.524  -0.171
C  3.670  -0.934  0.544
C  3.728  -1.618  1.953
C  2.542  -1.514  3.004
Br  4.097  -3.598  1.686
N  1.026  -1.218  0.188
C  1.076  -2.509  0.243
O  1.123  -3.760  0.214
C  2.398  0.185  -1.669
C  2.380  -0.726  -2.992
C  1.664  -2.144  -2.970
C  2.694  -3.341  -2.553
O  2.156  -4.505  -2.535
O  4.076  -3.139  -2.285
S  4.096  0.983  -2.028
C  4.546  2.399  -0.946
O  5.249  -0.001  -1.936
O  4.171  1.505  -3.472
H  -0.161  2.678  -4.389
H  0.677  3.473  -2.170
H  2.418  3.153  -2.591
H  -0.530  0.727  -0.423
H  -0.857  2.093  -1.566
H  -1.066  0.395  -4.549
H  -0.762  -1.216  -4.077
H  -2.118  -0.771  -0.888
H  -2.187  -1.678  -2.246
H  -2.318  1.590  -3.256
H  -2.861  1.119  -1.781
H  0.656  2.489  0.090
H  4.316  0.034  0.607
H  4.247  -1.607  -0.213
H  4.692  -1.249  2.492
H  1.599  -0.951  2.695
H  2.217  -2.589  3.307
H  2.957  -1.050  3.987
H  1.897  -0.073  -3.826
H  3.436  -0.948  -3.437
H  1.419  -2.397  -4.083
H  0.659  -2.218  -2.430
H  4.476  -4.047  -2.410
H  4.014  3.391  -1.146
H  5.680  2.603  -1.105
H  4.440  2.183  0.189
C  -0.418  -6.679  -1.314
O  -1.831  -6.825  -1.359
C  -2.249  -8.142  -1.722
C  -2.918  -8.836  -0.534
N  -1.940  -9.171  0.502
C  -2.544  -9.619  1.759
C  -3.395  -8.600  2.533
O  -2.647  -7.510  3.064
C  -2.456  -6.430  2.162
H  -0.190  -5.622  -1.165
H  0.006  -7.243  -0.478
H  0.039  -7.002  -2.254
H  -1.425  -8.740  -2.126
H  -2.992  -8.027  -2.517
H  -3.404  -9.755  -0.879
H  -3.689  -8.163  -0.145
H  -1.374  -8.351  0.697
H  -1.718  -9.929  2.409
H  -3.144  -10.516  1.565
H  -3.811  -9.122  3.402
H  -4.257  -8.243  1.959
H  -3.292  -6.312  1.467
H  -1.519  -6.555  1.618
H  -2.368  -5.513  2.751
C  10.545  4.078  -6.677
O  9.136  3.927  -6.726
C  8.724  2.610  -7.105
C  8.057  1.898  -5.928
N  9.035  1.556  -4.893
C  8.431  1.089  -3.643
C  7.573  2.094  -2.859
O  8.314  3.183  -2.311
C  8.502  4.274  -3.199
H  10.767  5.135  -6.517
H  10.972  3.507  -5.848
H  11.005  3.769  -7.621
H  9.552  2.022  -7.516
H  7.982  2.732  -7.900
H  7.576  0.982  -6.285
H  7.282  2.562  -5.531
H  9.597  2.376  -4.687
H  9.256  0.775  -2.995
H  7.835  0.192  -3.849
H  7.158  1.558  -1.999
H  6.710  2.453  -3.431
H  7.667  4.396  -3.895
H  9.441  4.161  -3.743
H  8.583  5.184  -2.599
C  0.840  1.734  4.759
O  -0.458  1.406  5.232
C  -0.945  2.318  6.218
C  -2.115  3.126  5.658
N  -1.659  4.081  4.645
C  -2.748  4.715  3.900
C  -3.619  3.806  3.018
O  -2.924  3.251  1.900
C  -2.223  2.049  2.179
H  1.182  0.919  4.119
H  0.818  2.651  4.164
H  1.545  1.842  5.588
H  -0.154  2.969  6.607
H  -1.311  1.712  7.053
H  -2.602  3.672  6.473
H  -2.838  2.420  5.235
H  -1.062  3.596  3.982
H  -2.287  5.469  3.253
H  -3.392  5.257  4.603
H  -4.410  4.432  2.593
H  -4.131  3.027  3.588
H  -2.713  1.447  2.949
H  -1.193  2.270  2.462
H  -2.187  1.460  1.257
C  -9.976  0.244  2.084
O  -10.061  1.643  1.863
C  -10.909  2.309  2.802
C  -10.084  3.214  3.719
N  -9.269  2.425  4.646
C  -8.285  3.218  5.385
C  -7.165  3.887  4.571
O  -6.255  2.965  3.977
C  -6.663  2.466  2.712
H  -9.427  -0.197  1.249
H  -9.432  0.026  3.007
H  -10.971  -0.209  2.120
H  -11.523  1.606  3.376
H  -11.589  2.938  2.219
H  -10.757  3.859  4.293
H  -9.455  3.848  3.086
H  -8.773  1.711  4.122
H  -7.815  2.539  6.106
H  -8.809  3.982  5.970
H  -6.569  4.480  5.273
H  -7.546  4.596  3.829
H  -7.250  3.193  2.144
H  -7.220  1.536  2.837
H  -5.763  2.229  2.139

2.
A 10-piece molecular cluster, C40H88O20 overall in a non-equilibrium geometry, computed with ωB97M-V/def2-TZVPD.

For the highest occupied orbital energy, the calculation gives -8.76 eV. As for the SMILES: O=C1CCCO1.O=C1CCCO1.O=C1CCCO1.COCCOC.COCCOC.COCCOC.COCCOC.COCCOC.COCCOC.COCCOC. The frontier orbital gap is 0.3344 Eh. As for the net charge: 0.

Atoms and positions in Å:
O  -0.733  -0.393  4.270
C  -1.704  0.147  4.704
C  -2.265  0.099  6.105
C  -3.026  1.427  6.219
C  -3.380  1.748  4.757
O  -2.310  1.151  4.030
H  -2.865  -0.803  6.218
H  -1.437  0.124  6.810
H  -3.903  1.387  6.861
H  -2.374  2.246  6.525
H  -4.367  1.326  4.541
H  -3.510  2.814  4.584
O  0.803  -5.243  0.660
C  0.432  -5.013  -0.456
C  -0.479  -5.892  -1.268
C  -0.370  -5.256  -2.656
C  0.517  -3.994  -2.520
O  0.797  -3.903  -1.109
H  -0.275  -6.945  -1.125
H  -1.446  -5.627  -0.827
H  -0.044  -6.012  -3.371
H  -1.327  -4.870  -3.005
H  1.456  -3.985  -3.070
H  -0.120  -3.194  -2.890
O  0.221  -0.062  -1.685
C  0.140  -0.557  -0.604
C  -1.122  -1.077  0.045
C  -0.633  -1.802  1.273
C  0.763  -1.218  1.493
O  1.227  -0.726  0.229
H  -1.755  -0.226  0.298
H  -1.610  -1.837  -0.564
H  -1.295  -1.671  2.126
H  -0.528  -2.870  1.077
H  0.542  -0.480  2.267
H  1.440  -1.988  1.852
C  -1.375  5.090  5.797
O  0.001  4.866  5.990
C  0.861  5.583  5.136
C  0.866  5.119  3.690
O  1.266  3.794  3.429
C  0.387  2.759  3.816
H  -1.570  6.166  5.829
H  -2.051  4.553  6.459
H  -1.626  4.691  4.803
H  1.864  5.523  5.553
H  0.554  6.637  5.158
H  1.478  5.753  3.044
H  -0.109  5.260  3.198
H  0.610  1.802  3.346
H  -0.676  2.976  3.717
H  0.637  2.550  4.864
C  -2.892  2.055  -2.480
O  -2.848  3.405  -2.891
C  -1.520  3.912  -2.910
C  -1.542  5.254  -3.586
O  -1.896  4.972  -4.926
C  -2.244  5.970  -5.856
H  -2.057  1.386  -2.701
H  -3.753  1.626  -3.002
H  -3.129  2.016  -1.412
H  -0.909  3.216  -3.501
H  -1.046  3.834  -1.923
H  -0.531  5.671  -3.692
H  -2.238  5.949  -3.106
H  -1.517  6.788  -5.747
H  -3.155  6.480  -5.512
H  -2.349  5.533  -6.838
C  -3.823  -3.905  -2.665
O  -2.891  -2.860  -2.392
C  -2.912  -1.742  -3.265
C  -2.635  -2.058  -4.748
O  -1.351  -2.658  -4.823
C  -1.035  -3.291  -6.042
H  -3.705  -4.281  -3.683
H  -4.833  -3.512  -2.525
H  -3.578  -4.703  -1.970
H  -2.179  -1.063  -2.834
H  -3.905  -1.277  -3.250
H  -2.552  -1.178  -5.394
H  -3.352  -2.821  -5.073
H  -0.896  -2.508  -6.803
H  -1.865  -3.915  -6.390
H  -0.087  -3.806  -5.916
C  -8.080  -3.172  0.607
O  -8.691  -1.869  0.503
C  -8.085  -0.999  -0.413
C  -6.979  -0.138  0.177
O  -5.961  -0.828  0.867
C  -4.808  -1.105  0.074
H  -7.102  -3.279  0.137
H  -8.823  -3.804  0.123
H  -7.945  -3.375  1.667
H  -8.858  -0.346  -0.820
H  -7.608  -1.544  -1.242
H  -7.419  0.401  1.036
H  -6.709  0.695  -0.484
H  -4.203  -0.193  0.036
H  -4.940  -1.575  -0.900
H  -4.196  -1.768  0.692
C  4.133  -2.295  -2.978
O  3.465  -2.176  -4.223
C  2.758  -0.959  -4.413
C  3.646  0.262  -4.330
O  4.773  0.117  -5.187
C  5.707  1.169  -5.073
H  3.603  -1.736  -2.198
H  5.171  -1.976  -3.086
H  4.003  -3.353  -2.746
H  1.988  -0.870  -3.633
H  2.150  -1.032  -5.313
H  3.908  0.611  -3.329
H  3.085  1.039  -4.878
H  5.223  2.105  -5.371
H  6.486  0.930  -5.796
H  6.175  1.238  -4.087
C  4.476  1.816  2.919
O  5.181  1.001  1.988
C  4.717  0.894  0.648
C  4.633  2.193  -0.121
O  3.616  3.052  0.297
C  3.551  4.247  -0.433
H  3.866  1.164  3.551
H  3.733  2.535  2.564
H  5.253  2.379  3.428
H  3.707  0.465  0.706
H  5.274  0.122  0.121
H  4.487  1.874  -1.167
H  5.592  2.730  -0.098
H  2.630  4.794  -0.242
H  3.712  3.990  -1.487
H  4.340  4.949  -0.122
C  6.035  -0.951  5.212
O  6.312  -2.302  4.968
C  5.592  -3.034  3.978
C  5.463  -2.284  2.642
O  5.301  -3.168  1.555
C  4.192  -4.033  1.624
H  6.733  -0.301  4.680
H  6.148  -0.822  6.291
H  5.005  -0.645  4.990
H  4.601  -3.131  4.435
H  6.020  -4.026  3.874
H  6.363  -1.704  2.444
H  4.604  -1.605  2.682
H  3.249  -3.513  1.832
H  4.283  -4.791  2.409
H  4.110  -4.499  0.646